# H41O21

A structure of composition H41O21 in a non-equilibrium geometry (ωB97M-V/def2-TZVPD, the Open Molecules 2025 dataset).

Each line ends with the Löwdin charge.
Geometry (Å):
O: 0.93 -0.71 0.31  -0.08
H: 0.05 -0.81 -0.09  -0.03
H: 0.75 0.02 0.93  0.01
O: -1.61 -0.80 -0.61  -0.33
H: 4.85 -2.24 -0.90  0.01
H: 0.33 0.82 -4.40  0.03
O: 1.47 -3.53 1.51  -0.06
H: 3.48 2.16 -1.62  0.02
H: 1.30 -2.74 0.98  -0.01
O: 4.08 1.44 -1.44  -0.05
H: -0.84 4.55 1.84  0.01
H: 1.40 3.26 2.16  0.00
O: 1.23 4.10 2.64  -0.10
H: 1.31 4.71 1.90  0.04
H: 0.64 4.06 -0.38  0.12
O: -0.51 -2.69 -1.78  -0.13
H: -2.50 1.39 3.68  0.06
H: -0.84 -1.73 -1.51  0.01
O: -1.57 1.24 3.55  -0.12
H: -1.98 -1.19 1.27  0.01
H: -1.07 -0.18 3.73  0.00
O: -5.05 -0.36 -1.26  -0.08
H: 4.42 0.94 -2.18  0.03
H: -0.57 -2.94 -0.85  0.03
O: -1.57 -1.70 -4.26  -0.01
H: -4.50 -0.89 -0.66  -0.02
H: -0.58 3.30 2.68  0.00
O: 0.58 3.35 0.27  0.00
H: -1.35 0.91 4.44  0.01
H: 0.44 2.12 -3.63  0.03
O: 0.62 0.70 4.48  -0.04
H: 2.36 1.57 1.25  0.09
H: 0.92 1.18 3.71  0.04
O: -0.84 1.78 -1.36  -0.04
H: 2.41 -3.61 1.64  0.01
H: -1.39 2.00 -0.61  0.04
O: -1.06 4.14 2.68  -0.09
H: -0.98 -1.73 -3.52  -0.01
H: -1.88 -2.45 -4.67  -0.02
O: 1.17 -0.85 -4.95  -0.07
H: 1.32 -1.09 -4.03  0.03
H: 1.88 -0.20 -5.09  0.04
O: -2.30 -1.67 2.05  -0.05
H: -2.65 -1.69 -0.46  -0.02
H: -0.58 0.85 -1.30  0.03
O: 1.41 1.71 1.25  -0.07
H: -0.32 3.04 0.20  0.06
O: 0.93 1.32 -3.83  -0.08
H: -2.05 0.05 -0.54  0.02
H: 1.14 2.24 0.49  -0.09
O: -1.70 -0.52 4.36  -0.11
H: 2.58 -3.41 -2.87  0.04
H: -2.49 -0.79 3.92  0.04
O: 2.81 -2.77 -2.18  -0.06
H: -3.59 -2.64 -1.43  0.03
H: 1.92 -2.67 -1.83  0.00
O: -3.55 -2.31 -0.53  -0.17
H: -4.84 -0.48 -2.16  -0.01
H: -3.05 -2.23 1.83  0.04
O: 4.76 -1.84 -0.04  -0.05
H: 4.31 -2.34 0.63  0.01
H: 0.83 -0.22 4.66  0.06

Orbital gap, eV: 7.73
Energy above the lowest of the compared OMol25 structures with the same formula, charge and spin, kJ/mol: 843.4
Energy, hartree: -1604.4619
Total charge: -1